i.
Here is 4 unconnected molecules or ions with the total composition C36H76N4O4 from OMol25. Energies are from the ωB97M-V functional and the def2-TZVPD basis.

CARTESIAN COORDINATES (ANGSTROEM)
C1 -0.54 1.09 0.23
C2 -1.95 0.37 -0.02
C3 -2.96 1.38 -0.63
C4 -4.28 0.64 -1.00
C5 -4.05 -0.42 -2.01
C6 -2.92 -1.49 -1.58
N1 -1.78 -0.77 -0.97
O1 -0.81 -1.58 -0.56
C7 -3.60 -2.41 -0.50
C8 -2.55 -2.30 -2.82
C9 -2.34 -0.02 1.44
H1 0.08 0.35 0.74
H2 -0.53 2.04 0.78
H3 -0.05 1.34 -0.71
H4 -3.16 2.10 0.16
H5 -2.42 1.89 -1.43
H6 -4.96 1.43 -1.31
H7 -4.74 0.07 -0.20
H8 -3.76 -0.04 -2.99
H9 -5.02 -0.90 -2.12
H10 -4.48 -2.86 -0.96
H11 -2.98 -3.21 -0.10
H12 -4.00 -1.93 0.39
H13 -1.80 -1.72 -3.36
H14 -2.03 -3.25 -2.70
H15 -3.42 -2.36 -3.47
H16 -1.92 -1.00 1.68
H17 -3.35 -0.42 1.41
H18 -2.11 0.75 2.18
H19 -0.14 -1.53 -1.25
C10 3.85 -3.01 -15.02
C11 2.95 -4.15 -14.44
C12 3.93 -5.21 -13.81
C13 3.31 -6.27 -12.94
C14 2.65 -5.55 -11.76
C15 1.71 -4.39 -12.20
N2 2.25 -3.54 -13.24
O2 1.39 -2.60 -13.67
C16 0.33 -4.99 -12.71
C17 1.63 -3.62 -10.85
C18 2.06 -4.87 -15.42
H20 3.24 -2.40 -15.69
H21 4.52 -3.57 -15.66
H22 4.46 -2.42 -14.33
H23 4.34 -5.80 -14.63
H24 4.84 -4.87 -13.33
H25 4.17 -6.83 -12.58
H26 2.62 -6.98 -13.40
H27 3.53 -5.12 -11.28
H28 2.23 -6.32 -11.12
H29 -0.25 -5.24 -11.82
H30 -0.27 -4.38 -13.39
H31 0.30 -5.95 -13.21
H32 1.52 -4.32 -10.02
H33 2.38 -2.84 -10.79
H34 0.68 -3.09 -10.77
H35 1.36 -5.58 -14.98
H36 2.70 -5.30 -16.19
H37 1.44 -4.18 -15.99
H38 1.66 -1.91 -13.06
C19 6.58 -6.19 9.79
C20 6.18 -4.63 10.07
C21 7.16 -3.67 9.48
C22 7.11 -3.52 7.97
C23 5.54 -3.23 7.59
C24 4.50 -4.28 8.23
N3 4.78 -4.25 9.65
O3 3.83 -4.95 10.41
C25 3.15 -3.61 8.06
C26 4.59 -5.58 7.53
C27 6.44 -4.45 11.60
H39 5.97 -6.95 10.28
H40 7.59 -6.32 10.18
H41 6.66 -6.42 8.73
H42 6.90 -2.66 9.81
H43 8.11 -3.83 9.99
H44 7.37 -4.44 7.44
H45 7.74 -2.70 7.65
H46 5.53 -3.52 6.54
H47 5.24 -2.18 7.69
H48 2.91 -3.39 7.02
H49 2.41 -4.35 8.38
H50 3.28 -2.64 8.54
H51 4.44 -6.41 8.22
H52 3.99 -5.70 6.63
H53 5.63 -5.72 7.24
H54 5.68 -5.06 12.09
H55 5.99 -3.48 11.84
H56 7.43 -4.62 12.00
H57 3.39 -4.30 10.96
C28 -5.30 10.64 3.02
C29 -5.46 9.21 3.61
C30 -4.08 8.57 3.78
C31 -3.27 9.11 5.04
C32 -4.07 8.77 6.37
C33 -5.48 9.60 6.23
N4 -6.21 9.10 5.00
O4 -7.61 9.47 5.00
C34 -6.27 9.17 7.48
C35 -5.40 11.11 6.41
C36 -6.26 8.39 2.49
H58 -4.39 11.21 3.19
H59 -6.21 11.04 3.48
H60 -5.45 10.67 1.94
H61 -4.07 7.49 3.60
H62 -3.51 9.09 3.01
H63 -2.99 10.16 4.92
H64 -2.36 8.59 5.31
H65 -3.56 9.24 7.20
H66 -4.12 7.70 6.52
H67 -7.35 9.31 7.37
H68 -6.15 8.11 7.70
H69 -6.00 9.64 8.42
H70 -6.41 11.46 6.65
H71 -4.64 11.41 7.13
H72 -5.00 11.62 5.54
H73 -6.33 7.31 2.61
H74 -5.83 8.55 1.51
H75 -7.30 8.70 2.45
H76 -8.03 8.69 5.36

HOMO-LUMO gap   8.8124 eV
SMILES string   CC1(C)CCCC(C)(C)N1O.CC1(C)CCCC(C)(C)N1O.CC1(C)CCCC(C)(C)N1O.CC1(C)CCCC(C)(C)N1O
E_HOMO   -0.2963 Ha



ii.
Here is 4 unconnected molecules or ions with the total composition C36H76N4O4 from OMol25. Energies are from the ωB97M-V functional and the def2-TZVPD basis.

CARTESIAN COORDINATES (ANGSTROEM)
C1 16.64 14.77 -16.20
C2 17.18 15.94 -17.06
C3 18.43 15.47 -17.81
C4 18.17 14.54 -18.97
C5 17.25 15.19 -19.97
C6 15.93 15.59 -19.32
N1 16.21 16.36 -18.08
O1 15.01 16.75 -17.42
C7 15.20 16.57 -20.25
C8 15.02 14.39 -19.10
C9 17.54 17.12 -16.17
H1 17.36 14.48 -15.44
H2 16.39 13.95 -16.87
H3 15.69 14.98 -15.71
H4 18.98 16.38 -18.10
H5 19.14 15.07 -17.07
H6 17.76 13.61 -18.55
H7 19.11 14.15 -19.37
H8 17.01 14.51 -20.79
H9 17.74 16.06 -20.41
H10 15.76 17.50 -20.31
H11 15.13 16.05 -21.20
H12 14.20 16.80 -19.88
H13 14.15 14.65 -18.49
H14 14.58 14.00 -20.02
H15 15.47 13.56 -18.56
H16 16.75 17.42 -15.49
H17 17.71 17.99 -16.82
H18 18.48 16.93 -15.65
H19 14.79 17.56 -17.90
C10 13.03 8.14 -15.08
C11 14.48 8.04 -15.60
C12 14.69 6.65 -16.24
C13 14.24 6.49 -17.69
C14 14.53 7.71 -18.56
C15 14.28 9.08 -17.94
N2 14.77 9.09 -16.57
O2 14.55 10.37 -16.00
C16 15.12 10.08 -18.73
C17 12.80 9.47 -18.12
C18 15.46 8.22 -14.45
H20 12.81 9.17 -14.79
H21 12.97 7.51 -14.18
H22 12.28 7.69 -15.73
H23 15.70 6.27 -16.04
H24 14.09 5.97 -15.62
H25 13.17 6.26 -17.64
H26 14.68 5.60 -18.14
H27 13.89 7.60 -19.44
H28 15.57 7.65 -18.90
H29 16.19 9.88 -18.62
H30 14.96 10.00 -19.81
H31 14.93 11.11 -18.41
H32 12.15 8.64 -17.82
H33 12.48 10.36 -17.60
H34 12.58 9.58 -19.19
H35 15.64 7.29 -13.89
H36 15.01 8.84 -13.67
H37 16.44 8.58 -14.74
H38 15.44 10.71 -15.84
C19 8.72 16.72 -23.42
C20 9.48 15.40 -23.63
C21 9.47 15.14 -25.13
C22 10.53 14.14 -25.58
C23 11.90 14.46 -25.01
C24 11.90 14.64 -23.51
N3 10.83 15.57 -23.15
O3 10.82 15.83 -21.75
C25 11.78 13.29 -22.78
C26 13.22 15.26 -23.09
C27 8.68 14.31 -22.87
H39 8.83 17.08 -22.39
H40 7.66 16.65 -23.65
H41 9.11 17.53 -24.05
H42 8.51 14.70 -25.41
H43 9.57 16.06 -25.71
H44 10.49 14.03 -26.67
H45 10.25 13.18 -25.14
H46 12.30 15.35 -25.51
H47 12.55 13.63 -25.27
H48 11.63 13.45 -21.71
H49 10.92 12.71 -23.12
H50 12.69 12.71 -22.90
H51 13.38 16.25 -23.54
H52 13.19 15.50 -22.02
H53 14.04 14.55 -23.18
H54 7.65 14.63 -22.71
H55 9.15 14.13 -21.90
H56 8.61 13.36 -23.40
H57 11.18 16.72 -21.69
C28 21.90 11.34 -16.35
C29 21.37 11.17 -14.90
C30 22.53 10.85 -13.98
C31 23.38 12.04 -13.58
C32 22.50 13.14 -12.99
C33 21.30 13.52 -13.87
N4 20.67 12.32 -14.37
O4 19.42 12.55 -14.95
C34 20.30 14.30 -13.02
C35 21.80 14.46 -15.00
C36 20.40 9.97 -14.87
H58 22.31 12.34 -16.47
H59 21.14 11.09 -17.09
H60 22.74 10.66 -16.52
H61 22.22 10.31 -13.07
H62 23.16 10.06 -14.41
H63 24.00 12.42 -14.40
H64 24.06 11.71 -12.79
H65 23.09 14.01 -12.68
H66 22.03 12.73 -12.08
H67 19.72 14.97 -13.66
H68 19.57 13.67 -12.52
H69 20.86 14.95 -12.36
H70 22.76 14.14 -15.39
H71 21.06 14.51 -15.80
H72 21.98 15.47 -14.61
H73 20.93 9.02 -14.97
H74 19.67 10.05 -15.67
H75 19.88 10.00 -13.92
H76 19.59 13.02 -15.78

HOMO-LUMO gap   8.7388 eV
SMILES string   CC1(C)CCCC(C)(C)N1O.CC1(C)CCCC(C)(C)N1O.CC1(C)CCCC(C)(C)N1O.CC1(C)CCCC(C)(C)N1O
E_HOMO   -0.3001 Ha



Which is most stable, and by how much? ii, by 5.099 eV.



i.
Here is 2 unconnected molecules or ions with the total composition C2H3N3S2 from OMol25. Energies are from the ωB97M-V functional and the def2-TZVPD basis.

CARTESIAN COORDINATES (ANGSTROEM)
C1 0.30 -1.39 0.82
C2 0.41 1.06 -2.53
N1 -0.61 -0.45 0.91
N2 -0.98 -0.03 2.18
N3 -0.31 -0.53 3.08
S1 0.91 -1.68 2.34
S2 0.91 2.01 -1.29
H1 0.92 1.05 -3.53
H2 -0.29 0.18 -2.18
H3 -1.28 -0.21 0.21

HOMO-LUMO gap (alpha / beta)   8.3736 / 8.3731 eV
E_HOMO (alpha / beta)   -0.3349 / -0.3349 Ha



ii.
Here is C2H3N3S2 in the gas phase from OMol25. Energies are from the ωB97M-V functional and the def2-TZVPD basis.

CARTESIAN COORDINATES (ANGSTROEM)
C1 -1.54 0.29 0.07
C2 0.47 0.97 -0.23
H1 2.10 -0.77 1.21
H2 -0.90 -1.70 -0.74
H3 -2.66 0.32 0.02
N1 0.46 -0.42 -0.30
N2 -0.75 -0.88 0.01
N3 -0.90 1.36 0.06
S1 1.99 -1.15 -0.03
S2 1.73 1.98 -0.07

HOMO-LUMO gap   8.6126 eV
SMILES string   S=c1nc[nH]n1S
E_HOMO   -0.3086 Ha



iii.
Here is 2 unconnected molecules or ions with the total composition C2H3N3S2 from OMol25. Energies are from the ωB97M-V functional and the def2-TZVPD basis.

CARTESIAN COORDINATES (ANGSTROEM)
C1 -0.66 1.71 -1.40
C2 -0.52 -0.94 1.38
N1 -1.25 2.68 -1.16
N2 0.98 0.10 -1.27
N3 -0.12 0.62 -1.81
S1 0.91 -1.21 0.78
S2 -1.55 -1.13 2.65
H1 1.69 0.72 -0.88
H2 1.35 -0.67 -1.84
H3 -0.84 -1.87 3.55

HOMO-LUMO gap (alpha / beta)   7.4342 / 6.7824 eV
E_HOMO (alpha / beta)   -0.3096 / -0.2844 Ha



Which is most stable, and by how much? ii, by 1.638 eV.



i.
Here is C5H6OS2 in the gas phase from OMol25. Energies are from the ωB97M-V functional and the def2-TZVPD basis.

CARTESIAN COORDINATES (ANGSTROEM)
C1 0.37 -1.78 -1.71
C2 -0.70 -0.21 0.02
C3 0.06 2.05 0.52
C4 1.21 1.77 1.44
C5 2.28 1.29 2.01
H1 -0.53 -1.60 -2.26
H2 0.05 -2.53 -0.93
H3 1.08 -2.33 -2.51
H4 -0.43 3.02 0.85
H5 0.48 2.02 -0.47
H6 3.19 0.58 2.23
O1 -0.96 1.00 0.53
S1 0.72 -0.10 -1.08
S2 -1.68 -1.52 0.15

HOMO-LUMO gap   9.0687 eV
SMILES string   C#CCOC(=S)SC
E_HOMO   -0.3230 Ha



ii.
Here is C5H6OS2 in the gas phase from OMol25. Energies are from the ωB97M-V functional and the def2-TZVPD basis.

CARTESIAN COORDINATES (ANGSTROEM)
C1 -0.45 -0.10 -0.63
C2 -1.30 -0.55 0.57
C3 -0.89 -0.90 1.79
C4 0.91 0.60 -0.08
C5 1.43 1.76 -0.82
H1 0.63 -2.15 -1.12
H2 -1.01 0.67 -1.15
H3 -2.37 -0.62 0.32
H4 0.15 -0.89 2.18
H5 -1.68 -1.17 2.50
H6 2.50 1.96 -0.61
O1 1.54 0.14 0.86
S1 -0.11 -1.33 -1.86
S2 0.64 2.57 -1.96

HOMO-LUMO gap   7.4232 eV
SMILES string   C=C[C@H](S)C(=O)C=S
E_HOMO   -0.3345 Ha



Which is most stable, and by how much? ii, by 2.511 eV.



i.
Here is C21H23N3O5S2 in the gas phase from OMol25. Energies are from the ωB97M-V functional and the def2-TZVPD basis.

CARTESIAN COORDINATES (ANGSTROEM)
C1 -1.22 6.07 -4.72
C2 -1.08 4.85 -3.87
C3 -1.77 3.68 -4.17
C4 -1.63 2.55 -3.38
C5 -0.78 2.59 -2.30
C6 -0.07 3.74 -1.98
C7 -0.22 4.86 -2.77
H1 0.33 5.76 -2.53
H2 0.59 3.72 -1.13
S1 -0.63 1.17 -1.25
O1 0.68 1.13 -0.64
O2 -1.03 -0.02 -1.93
N1 -1.81 1.49 -0.08
H3 -1.58 2.36 0.39
C8 -1.78 0.42 0.90
C9 -0.54 0.63 1.78
O3 -0.26 1.76 2.12
N2 0.20 -0.44 2.12
C10 1.43 -0.24 2.85
H4 1.39 -0.75 3.82
H5 1.54 0.83 3.02
C11 2.64 -0.78 2.07
O4 3.45 -1.52 2.58
N3 2.69 -0.35 0.80
H6 1.95 0.23 0.42
C12 3.62 -0.92 -0.15
C13 2.98 -2.00 -0.96
C14 1.79 -2.04 -1.63
C15 1.69 -3.34 -2.17
C16 2.82 -3.99 -1.80
O5 3.61 -3.19 -1.07
H7 3.18 -4.98 -1.99
H8 0.88 -3.73 -2.76
H9 1.07 -1.25 -1.72
H10 3.99 -0.11 -0.80
H11 4.46 -1.35 0.41
C17 -0.10 -1.81 1.72
C18 -1.41 -2.29 2.25
C19 -2.37 -3.00 1.61
C20 -3.48 -3.30 2.43
C21 -3.34 -2.80 3.69
S2 -1.85 -1.97 3.90
H12 -4.02 -2.88 4.52
H13 -4.34 -3.85 2.10
H14 -2.30 -3.30 0.58
H15 -0.09 -1.91 0.62
H16 0.71 -2.44 2.11
H17 -1.77 -0.52 0.35
H18 -2.68 0.48 1.52
H19 -2.16 1.64 -3.60
H20 -2.44 3.66 -5.02
H21 -0.28 6.29 -5.23
H22 -2.00 5.94 -5.46
H23 -1.46 6.94 -4.10

HOMO-LUMO gap   8.7136 eV
SMILES string   Cc1ccc(S(=O)(=O)NCC(=O)N(CC(=O)NCc2ccco2)Cc2cccs2)cc1
E_HOMO   -0.3067 Ha



ii.
Here is C21H23N3O5S2 in the gas phase from OMol25. Energies are from the ωB97M-V functional and the def2-TZVPD basis.

CARTESIAN COORDINATES (ANGSTROEM)
N1 2.50 5.05 -0.80
C1 2.23 3.98 -0.49
C2 1.95 2.62 -0.11
H1 1.83 2.02 -1.02
H2 1.01 2.59 0.44
C3 3.09 2.05 0.75
N2 3.12 0.60 0.71
C4 2.05 -0.04 1.24
O1 1.18 0.54 1.85
C5 1.93 -1.55 0.98
H3 2.16 -2.12 1.88
H4 2.55 -1.86 0.14
O2 0.56 -1.83 0.70
C6 0.03 -1.11 -0.30
O3 0.69 -0.37 -0.98
C7 -1.45 -1.38 -0.46
C8 -2.07 -0.43 -1.48
C9 -2.09 1.00 -0.94
N3 -2.67 1.10 0.37
S1 -4.25 1.57 0.51
O4 -4.48 2.59 -0.47
O5 -4.50 1.83 1.89
C10 -5.27 0.18 0.06
C11 -5.78 -0.77 0.88
C12 -6.57 -1.72 0.18
C13 -6.63 -1.46 -1.15
S2 -5.74 -0.05 -1.58
H5 -7.15 -2.01 -1.91
H6 -7.06 -2.55 0.65
H7 -5.61 -0.78 1.94
C14 -2.14 0.20 1.36
C15 -2.17 -1.25 0.89
H8 -1.70 -1.89 1.63
H9 -3.21 -1.58 0.76
H10 -2.74 0.34 2.26
H11 -1.10 0.49 1.58
H12 -2.67 1.66 -1.60
H13 -1.06 1.38 -0.89
H14 -1.49 -0.45 -2.41
H15 -3.08 -0.76 -1.71
H16 -1.53 -2.42 -0.81
C16 4.21 -0.04 0.09
C17 4.92 -1.02 0.76
C18 6.01 -1.63 0.16
C19 6.40 -1.26 -1.12
C20 5.69 -0.27 -1.79
C21 4.60 0.34 -1.19
H17 4.06 1.10 -1.72
H18 5.99 0.03 -2.78
H19 7.24 -1.73 -1.59
H20 6.56 -2.39 0.69
H21 4.63 -1.30 1.77
H22 2.95 2.37 1.79
H23 4.06 2.41 0.40

HOMO-LUMO gap   9.4972 eV
SMILES string   N#CCCN(C(=O)COC(=O)C1CCN(S(=O)(=O)c2cccs2)CC1)c1ccccc1
E_HOMO   -0.3346 Ha



Which is most stable, and by how much? ii, by 0.068 eV.



i.
Here is a molecular structure, C8H13N3O3S from OMol25. Energies are from the ωB97M-V functional and the def2-TZVPD basis.

CARTESIAN COORDINATES (ANGSTROEM)
C1 -3.46 -1.06 1.60
C2 -4.34 -0.92 0.36
O1 -3.75 -0.41 -0.89
C3 -3.37 0.79 -0.89
C4 -1.95 0.75 -0.55
O2 -1.54 1.84 0.14
N1 -1.36 -0.34 -0.46
C5 0.02 -0.33 -0.40
N2 0.65 -1.43 -0.52
N3 2.00 -1.40 -0.02
C6 2.22 0.00 0.47
S1 0.86 1.05 0.31
C7 3.68 -0.02 0.79
O3 4.53 0.55 -0.14
C8 4.90 -0.69 -1.04
H1 3.98 -1.26 -1.17
H2 5.55 -0.46 -1.69
H3 5.48 -1.40 -0.21
H4 4.17 -0.57 1.44
H5 3.59 1.11 1.64
H6 -1.80 -1.02 -1.11
H7 -3.58 1.26 -1.75
H8 -4.05 1.61 -0.20
H9 -5.01 -1.83 0.30
H10 -5.29 -0.04 0.40
H11 -3.97 -1.39 2.39
H12 -2.72 -1.97 1.27
H13 -3.01 0.05 1.73

HOMO-LUMO gap   9.3756 eV
E_HOMO   -0.3354 Ha



ii.
Here is a molecular structure, C8H13N3O3S from OMol25. Energies are from the ωB97M-V functional and the def2-TZVPD basis.

CARTESIAN COORDINATES (ANGSTROEM)
C1 -2.62 -1.70 -1.15
C2 -2.19 -0.45 -1.35
C3 -1.07 -1.63 0.81
C4 1.44 0.92 -0.67
C5 -1.86 -2.51 -0.19
C6 -1.20 0.17 -0.59
C7 2.75 -0.93 -0.07
C8 2.40 0.88 1.64
N1 -0.77 -0.42 0.59
N2 -1.52 2.74 0.55
N3 2.26 0.39 0.24
O1 1.43 0.74 -1.85
O2 0.74 1.88 -0.08
O3 -0.88 2.31 -2.02
S1 -0.74 1.80 -0.69
H1 -3.47 -2.08 -1.58
H2 -2.72 0.27 -2.01
H3 -1.07 -1.93 1.85
H4 -2.70 -3.00 0.44
H5 -1.08 -3.21 -0.50
H6 3.56 -0.87 -0.88
H7 3.17 -1.25 0.82
H8 2.03 -1.71 -0.58
H9 3.23 1.55 1.83
H10 1.51 1.38 2.05
H11 2.50 -0.04 2.15
H12 -1.14 3.43 1.28
H13 -1.98 3.29 -0.05

HOMO-LUMO gap   7.0805 eV
E_HOMO   -0.2520 Ha



Which is most stable, and by how much? ii, by 4.610 eV.